The following is a quantum chemistry calculation of C19H15AuN3S2Se as an isolated structure, from the Open Molecules 2025 dataset.

Values from the calculation:
HOMO   -11.353 eV
Calculated total energy   -4230.54277 Eh
Total charge   +1
Orbital gap   6.11 eV

Each line ends with the Mulliken charge.
CARTESIAN COORDINATES (ANGSTROEM)
Au  0.694  0.617  -0.509  0.9041
C  3.539  0.617  -2.618  -1.2179
C  3.779  0.306  -1.175  0.5476
N  2.819  0.239  -0.272  0.1471
C  3.300  -0.052  1.001  -0.2817
C  4.641  -0.185  1.049  -0.3513
S  5.304  0.035  -0.509  -0.1453
C  2.303  -0.200  2.073  -0.0731
C  2.510  -0.448  3.384  -0.3373
S  1.012  -0.539  4.187  -0.1338
C  0.172  -0.247  2.746  0.2334
N  0.969  -0.080  1.716  0.0748
C  -1.321  -0.175  2.688  -0.8692
H  2.476  0.775  -2.785  0.2554
H  3.879  -0.201  -3.253  0.3738
H  4.068  1.523  -2.910  0.3375
H  5.257  -0.417  1.903  0.4332
H  3.447  -0.576  3.903  0.4376
H  -1.763  -0.427  3.649  0.4619
H  -1.697  -0.870  1.936  0.1777
H  -1.633  0.833  2.411  0.2364
Se  1.378  3.009  -0.746  -0.1028
C  0.111  3.796  -1.839  0.2766
N  -0.671  4.340  -2.486  -0.4153
C  -2.892  -3.080  -0.915  -0.6042
C  -1.483  -2.916  -0.880  -1.0480
C  -0.945  -1.670  -0.830  -0.5251
C  -1.782  -0.512  -0.779  0.1722
C  -1.279  0.823  -0.693  1.0058
C  -2.080  1.911  -0.625  -0.2245
C  -3.490  1.719  -0.694  -0.8387
C  -4.020  0.470  -0.770  -0.9244
C  -3.181  -0.678  -0.811  0.8636
C  -3.710  -1.995  -0.889  -0.8990
H  -3.308  -4.076  -0.975  0.4093
H  -0.841  -3.787  -0.914  0.4392
H  0.150  -1.594  -0.852  0.4482
H  -1.695  2.917  -0.521  0.4946
H  -4.137  2.586  -0.666  0.4265
H  -5.094  0.329  -0.799  0.4169
H  -4.786  -2.121  -0.933  0.4181

Forces on atoms 1 to 3 (eV/Å):
Au 0.7 1.3 0.3
C 0.1 -0.1 0.1
C -0.7 0.2 0.0


The following is a quantum chemistry calculation of one molecule with the formula C19H15BrN4O2S2, from the Open Molecules 2025 dataset.

Values from the calculation:
HOMO   -7.665 eV
Calculated total energy   -4472.78386 Eh
Orbital gap   6.72 eV

Each line ends with the Mulliken charge.
CARTESIAN COORDINATES (ANGSTROEM)
O  -0.154  1.907  1.699  -0.6335
O  1.630  0.236  1.114  -0.6143
Br  1.233  -2.469  7.013  -0.1287
N  -0.379  -2.501  0.301  -0.4526
N  0.155  -1.381  -2.199  -0.6126
N  -0.759  -0.579  1.401  -0.7863
S  0.761  -1.468  3.971  -0.0306
C  1.013  -1.152  5.657  0.0527
C  0.771  0.151  6.031  -0.5495
C  0.584  1.045  4.775  -0.3227
C  0.584  0.264  3.678  -0.0198
C  -0.421  -1.227  0.210  0.2545
C  -0.109  -0.679  -1.066  0.3922
C  -0.451  3.523  -1.447  -0.4443
C  0.009  -5.403  -1.724  -0.5593
C  0.235  -4.873  -3.060  -0.5669
C  0.659  2.843  -1.944  0.4577
C  -1.506  2.801  -0.931  0.5483
C  -0.290  -4.618  -0.621  -0.4115
C  0.250  -3.556  -3.112  -0.2616
C  0.738  1.467  -1.777  -0.0072
C  -1.362  1.408  -0.871  -0.0408
C  -0.095  -3.283  -0.733  0.4068
C  0.103  -2.706  -2.028  0.0279
N  -0.242  0.713  -1.278  0.3015
C  1.725  3.553  -2.779  -1.6063
C  -2.691  3.630  -0.435  -1.3369
S  0.446  0.554  1.901  1.2496
H  0.881  0.544  6.992  0.4659
H  0.391  2.161  4.740  0.3642
H  -0.584  4.552  -1.767  0.3055
H  -0.114  -6.391  -1.647  0.5042
H  0.295  -5.429  -3.994  0.3799
H  -0.497  -5.040  0.408  0.3553
H  0.381  -3.215  -4.110  0.4041
H  1.665  0.995  -2.143  0.3833
H  -2.136  0.820  -0.402  0.4456
H  1.843  3.148  -3.819  0.3475
H  2.697  3.601  -2.257  0.3357
H  1.466  4.570  -2.954  0.4205
H  -3.625  3.199  -0.794  0.3583
H  -2.498  4.693  -0.671  0.3439
H  -2.599  3.592  0.673  0.2803

Forces on atoms 1 to 3 (eV/Å):
O 1.7 -1.4 1.1
O 0.6 0.6 1.2
Br 0.0 0.1 -0.7


Relative energy (zero: lowest compared OMol25 entry of this formula, charge and spin) readings, ordered: 0.00 66.63 kcal per mole